(1)
C6H14NO | the ωB97M-V functional and the def2-TZVPD basis

**Structure (SMILES)**: CC[C@@H](C)[C@H]([NH3+])C=O
**E_HOMO**: -14.93 eV
**HOMO-LUMO gap**: 11.4631 eV
**Net charge**: +1

Last column: natural (NBO) charge in e.
Cartesian coordinates (Å):
1 O 1.73 2.04 0.44  -0.492
2 C 1.19 1.65 -0.54  0.446
3 C 0.86 0.16 -0.74  -0.153
4 C -0.64 -0.08 -0.39  -0.234
5 C -1.17 0.86 0.71  -0.669
6 C -0.91 -1.55 -0.08  -0.414
7 C -2.42 -1.98 0.00  -0.597
8 N 1.78 -0.55 0.23  -0.690
9 H 0.76 2.26 -1.36  0.163
10 H 1.07 -0.18 -1.76  0.250
11 H -1.23 0.12 -1.29  0.249
12 H -0.60 1.13 1.60  0.234
13 H -2.09 0.43 1.10  0.241
14 H -1.52 1.81 0.31  0.238
15 H -0.42 -1.98 0.81  0.189
16 H -0.48 -2.15 -0.89  0.210
17 H -3.02 -1.11 0.27  0.211
18 H -2.47 -2.72 0.80  0.231
19 H -2.73 -2.36 -0.96  0.228
20 H 2.35 0.14 0.75  0.464
21 H 1.19 -0.90 0.98  0.444
22 H 2.30 -1.32 -0.16  0.451

***

(2)
CH2O3S | the ωB97M-V functional and the def2-TZVPD basis

**Multiplicity**: 3
**E_HOMO (alpha / beta)**: -10.07 / -11.50 eV
**HOMO-LUMO gap (alpha / beta)**: 10.0015 / 8.1667 eV

Last column: natural (NBO) charge in e.
Cartesian coordinates (Å):
1 C -0.57 -0.73 1.06  -0.251
2 O 1.81 -0.44 -0.76  -0.802
3 O 1.22 1.36 0.52  -0.899
4 O -0.86 0.37 -0.84  -0.853
5 S 0.70 0.12 -0.09  2.117
6 H -0.93 -1.58 0.31  0.181
7 H -1.37 0.90 -0.19  0.507

***

(3)
C18H26N2O4 | the ωB97M-V functional and the def2-TZVPD basis

**Structure (SMILES)**: CC(C)OCCCNC(=O)c1ccc(NC(=O)[C@@H]2CCCO2)cc1
**E_HOMO**: -8.60 eV
**HOMO-LUMO gap**: 9.1940 eV

Last column: natural (NBO) charge in e.
Cartesian coordinates (Å):
1 C 3.76 2.48 -1.25  -0.614
2 H 4.67 3.02 -1.02  0.213
3 H 3.38 2.83 -2.21  0.210
4 H 3.02 2.70 -0.48  0.208
5 C 4.04 0.98 -1.31  0.108
6 C 5.07 0.66 -2.39  -0.637
7 H 4.72 1.03 -3.35  0.213
8 H 6.01 1.14 -2.15  0.212
9 H 5.23 -0.41 -2.48  0.210
10 O 4.49 0.61 -0.01  -0.561
11 C 4.45 -0.77 0.26  -0.063
12 C 4.78 -1.00 1.74  -0.425
13 H 5.84 -0.86 1.91  0.209
14 H 4.51 -2.03 1.99  0.220
15 C 4.02 -0.03 2.66  -0.222
16 N 2.63 0.12 2.28  -0.618
17 C 1.66 -0.71 2.74  0.664
18 O 1.86 -1.56 3.59  -0.627
19 C 0.32 -0.49 2.12  -0.179
20 C -0.55 -1.58 2.04  -0.150
21 C -1.80 -1.45 1.48  -0.241
22 C -2.22 -0.21 1.00  0.168
23 C -1.36 0.88 1.10  -0.271
24 C -0.11 0.75 1.65  -0.125
25 H 0.53 1.62 1.74  0.205
26 H -1.69 1.85 0.74  0.208
27 N -3.47 -0.01 0.42  -0.604
28 C -4.45 -0.90 0.15  0.659
29 O -4.42 -2.10 0.35  -0.606
30 C -5.69 -0.22 -0.46  -0.001
31 H -6.36 0.03 0.37  0.214
32 C -6.36 -1.11 -1.52  -0.431
33 H -7.39 -1.36 -1.25  0.222
34 H -5.80 -2.04 -1.61  0.237
35 C -6.30 -0.28 -2.80  -0.428
36 H -6.06 -0.87 -3.68  0.220
37 H -7.24 0.24 -2.97  0.207
38 C -5.20 0.74 -2.48  -0.072
39 H -5.30 1.68 -3.01  0.198
40 O -5.35 1.01 -1.10  -0.534
41 H -4.21 0.31 -2.67  0.162
42 H -3.68 0.94 0.13  0.422
43 H -2.47 -2.30 1.41  0.255
44 H -0.22 -2.53 2.43  0.237
45 H 2.47 0.67 1.46  0.399
46 H 4.04 -0.40 3.68  0.230
47 H 4.48 0.96 2.61  0.205
48 H 3.45 -1.17 0.03  0.164
49 H 5.18 -1.32 -0.36  0.174
50 H 3.10 0.44 -1.53  0.159

***

Number 1: energy -9979.398 eV. Number 2: energy -18039.577 eV. Number 3: energy -30259.171 eV.